one.
The following is a DFT calculation (ωB97M-V/def2-TZVPD) of C5H3ClF4O as an isolated structure.

Element x y z (Å)
C -1.58 -0.15 0.32
F -2.04 -1.02 1.25
F 0.11 2.37 0.04
H 0.44 0.98 -1.59
C 0.68 1.26 -0.44
H 0.20 0.93 2.16
Cl -1.91 -0.73 -1.28
C 0.39 0.07 0.41
H 1.34 -3.10 -1.39
F -2.17 1.00 0.59
C 0.83 -1.20 -0.27
O 0.69 0.16 1.68
C 1.05 -2.11 -0.99
F 1.98 1.53 -0.52

Results
* total charge: 0
* HOMO: -10.02 eV
* multiplicity: 1

Atomic partial charges in e from the natural (NBO) method, atoms 1 to 4:
1 C 0.60
2 F -0.33
3 F -0.33
4 H 0.15



two.
The following is a DFT calculation (ωB97M-V/def2-TZVPD) of a 2-piece molecular cluster, C5H3ClF4O overall.

Element x y z (Å)
C -0.34 0.81 -0.88
C -0.28 1.04 -2.04
F 0.16 -2.71 -1.29
C -0.71 0.35 0.37
H 0.67 -1.78 0.35
H -2.67 0.69 0.33
H -0.14 1.31 -3.00
F 0.05 0.16 2.64
O -1.97 0.23 0.81
F 2.12 -1.62 -1.12
C 1.12 -2.32 -0.47
C 0.27 0.78 1.39
F 1.62 0.52 1.31
Cl 0.08 2.55 1.62

Results
* total charge: 0
* HOMO (alpha / beta): -9.45 / -8.83 eV
* multiplicity: 1

Atomic partial charges in e from the natural (NBO) method, atoms 1 to 4:
1 C -0.15
2 C -0.08
3 F -0.33
4 C 0.19



Energy comparison, zero being the most stable, in kcal/mol: one 0.0; two 53.2.



one.
The following is a DFT calculation (ωB97M-V/def2-TZVPD) of one molecule with the formula C3H2ClNOS.

Element x y z (Å)
O -0.08 2.26 -0.06
C -1.07 1.39 0.09
H 0.90 -1.96 0.42
S 1.97 -1.08 -0.03
C 0.70 0.15 0.04
Cl -1.81 -1.24 -0.03
H -2.00 1.72 -0.14
N 1.09 1.52 0.01
C -0.73 0.10 0.09

Results
* total charge: 0
* HOMO: -9.40 eV
* multiplicity: 1

Atomic partial charges in e from the natural (NBO) method, atoms 1 to 4:
1 O -0.24
2 C 0.14
3 H 0.16
4 S 0.08



two.
The following is a DFT calculation (ωB97M-V/def2-TZVPD) of one molecule with the formula C3H2ClNOS.

Element x y z (Å)
Cl -1.89 0.86 0.34
C 0.56 -0.23 0.17
C -0.57 0.16 -0.45
S 1.21 -0.28 1.72
H 0.14 0.29 2.29
H 1.20 -0.87 -2.85
C 0.69 -0.52 -1.98
N -0.49 -0.08 -1.80
O 1.37 -0.67 -0.83

Results
* total charge: 0
* HOMO: -8.61 eV
* multiplicity: 1

Atomic partial charges in e from the natural (NBO) method, atoms 1 to 4:
1 Cl 0.04
2 C 0.03
3 C -0.01
4 S 0.10



Energy comparison, zero being the most stable, in kcal/mol: one 44.7; two 0.0.



one.
The following is a DFT calculation (ωB97M-V/def2-TZVPD) of C3H6OS2 as an isolated structure.

Element x y z (Å)
H 2.51 1.04 -0.69
C 0.05 0.35 -0.02
C -2.84 0.41 0.14
H -3.69 -0.49 0.55
H -3.30 1.10 -0.75
S 1.39 -0.71 0.06
S -1.37 -0.67 -0.13
H -2.74 0.88 1.07
O 0.16 1.51 -0.09
H 3.52 -0.19 -0.21
C 2.65 0.37 0.00
H 3.01 0.81 1.10

Results
* total charge: 0
* HOMO: -9.04 eV
* multiplicity: 1

Atomic partial charges in e from the natural (NBO) method, atoms 1 to 4:
1 H 0.23
2 C 0.18
3 C -0.76
4 H 0.24



two.
The following is a DFT calculation (ωB97M-V/def2-TZVPD) of one molecule with the formula C3H6OS2.

Element x y z (Å)
O 0.96 -1.07 0.35
H 2.94 -0.86 1.29
H -0.04 -0.91 -1.43
H -2.18 -0.50 -0.75
S 3.05 -0.89 -0.05
C -0.50 0.99 -0.15
C 0.02 -0.47 -0.39
C -1.43 -0.17 0.07
S 4.60 0.28 0.02
H -1.65 -0.29 1.09
H -0.56 1.60 -1.14
H 0.11 1.42 0.71

Results
* total charge: 0
* HOMO (alpha / beta): -8.27 / -8.26 eV
* multiplicity: 1

Atomic partial charges in e from the natural (NBO) method, atoms 1 to 4:
1 O -0.65
2 H 0.14
3 H 0.15
4 H 0.23



Energy comparison, zero being the most stable, in kcal/mol: one 0.0; two 62.3.